Record 1
Density functional theory data (ωB97M-V/def2-TZVPD) for 2 unconnected molecules or ions with the total composition C25H32NO6P at a distorted geometry.

The geometry in ORCA input format:
```
! wB97M-V def2-TZVPD RIJCOSX def2/J DEFGRID3
* xyz 0 1
C 4.40796 -3.87048 0.57156
C 4.11139 -2.62763 1.38358
O 3.13573 -2.92492 2.41965
P 1.80740 -2.04693 2.59610
C 1.87390 -1.38706 4.21194
C 1.98911 -0.00961 4.51577
O 1.62981 0.60984 5.51071
O 2.58400 0.60880 3.41756
C 2.03742 1.88018 3.06822
C 0.64462 1.85401 2.48365
O 1.47473 -1.16356 1.43979
O 0.71206 -3.23162 2.84399
C -0.66324 -2.82013 2.71030
C -1.63992 -3.98048 2.74952
H 5.06083 -3.59921 -0.26076
H 4.91636 -4.64114 1.16125
H 3.48632 -4.29291 0.15321
H 5.00476 -2.23755 1.88507
H 3.69095 -1.85131 0.72834
H 1.60756 -2.04215 5.01836
H 2.03100 2.51122 3.96439
H 2.74727 2.27974 2.34062
H 0.33749 2.88922 2.30387
H 0.60768 1.31014 1.53253
H -0.08817 1.40665 3.16788
H -0.91031 -2.10381 3.50727
H -0.74024 -2.29893 1.74533
H -2.64474 -3.54772 2.78439
H -1.56065 -4.58594 1.84067
H -1.51060 -4.62275 3.62615
C -1.87874 6.11365 1.36204
O -1.08884 6.13903 0.15210
C -0.80117 4.96255 -0.47020
C -1.27778 3.70153 -0.02503
C -0.94020 2.57047 -0.73778
C -0.14605 2.62579 -1.91198
C 0.07427 1.43851 -2.67372
C -0.87075 0.42567 -2.79522
C -0.65611 -0.85670 -3.46029
C 0.45338 -1.42907 -4.06487
C 0.29535 -2.67322 -4.70150
C -0.95642 -3.31858 -4.74494
C -2.08886 -2.74678 -4.14104
C -1.90071 -1.52580 -3.49906
N -2.84584 -0.70327 -2.87768
C -4.26053 -0.99293 -2.76353
C -2.24920 0.43747 -2.42746
C 0.36119 3.90089 -2.30986
C 0.02633 5.04396 -1.62324
H -1.98344 7.15878 1.64386
H -2.87142 5.67175 1.19173
H -1.36465 5.56318 2.16369
H -1.91076 3.63729 0.86711
H -1.31000 1.60458 -0.38396
H 0.96992 1.35051 -3.28803
H 1.41010 -0.90683 -4.03425
H 1.15617 -3.15031 -5.17719
H -1.05696 -4.27339 -5.25988
H -3.07590 -3.20666 -4.16279
H -4.47402 -1.96033 -3.22237
H -4.56069 -1.01860 -1.70887
H -4.85519 -0.21987 -3.26667
H -2.82616 1.20752 -1.91972
H 0.99557 3.94361 -3.19392
H 0.36763 6.02162 -1.95638
*
```

Output
* molar mass: 473.51 g mol⁻¹
* HOMO energy: -5.070 eV
* largest force on an atom: 2.50 eV/A
* HOMO-LUMO gap: 2.08 eV
* E_tot: -1819.3320 hartree

---

Record 2
Density functional theory data (ωB97M-V/def2-TZVPD) for a molecular structure, C25H32NOScSi at a distorted geometry.

The geometry in ORCA input format:
```
! wB97M-V def2-TZVPD RIJCOSX def2/J DEFGRID3
* xyz 2 1
Sc 0.26020 -0.56339 -0.05537
C -1.78417 -2.01621 -3.55978
C -2.50926 -1.13767 -2.54186
C -4.01955 -1.42977 -2.54387
C -1.99845 -1.29820 -1.12761
C -1.36454 -2.46649 -0.67221
C -1.09173 -2.66139 0.69035
C -1.40132 -1.68661 1.65012
C -1.28108 -1.96242 3.11914
C -2.00113 -0.49760 1.18888
C -2.31924 -0.32411 -0.15958
H -2.12123 -1.76108 -4.56258
H -2.00881 -3.07347 -3.41054
H -0.70084 -1.87253 -3.52531
H -2.37568 -0.08959 -2.82945
H -4.21494 -2.46447 -2.25738
H -4.41518 -1.27730 -3.54707
H -4.56247 -0.77254 -1.86380
H -1.20557 -3.29143 -1.35495
H -0.74789 -3.63259 1.02372
H -0.71264 -1.19023 3.63827
H -0.81501 -2.92685 3.30778
H -2.28074 -1.97853 3.55700
H -2.34884 0.22965 1.91163
H -2.92620 0.52279 -0.45464
C 4.82378 -1.12089 -0.21458
Si 3.25910 -1.43999 0.75493
C 3.59403 -2.08443 2.48106
C 2.13306 -2.66125 -0.23673
N 2.01955 -0.16796 0.76256
C 2.29635 1.19011 0.88978
C 3.45028 1.72773 1.46680
C 3.62799 3.09654 1.54757
C 2.67363 3.96694 1.04253
C 1.52678 3.46429 0.44583
C 1.35671 2.09835 0.38453
O 0.23151 1.47795 -0.27261
C -0.92603 2.31146 -0.37588
C -1.40014 2.60833 -1.63693
C -2.56889 3.35217 -1.74735
C -3.22707 3.79034 -0.60784
C -2.71044 3.50657 0.65274
C -1.54757 2.76383 0.77589
H 5.36664 -2.06589 -0.29637
H 5.48405 -0.41364 0.28909
H 4.64296 -0.75002 -1.22433
H 4.11905 -3.04120 2.42596
H 2.68239 -2.23086 3.06211
H 4.23762 -1.40156 3.03936
H 2.72957 -3.35188 -0.83259
H 1.49212 -2.12154 -0.97180
H 1.51996 -3.26618 0.43293
H 4.19424 1.05020 1.86872
H 4.52153 3.49237 2.01129
H 2.82300 5.03558 1.09478
H 0.79022 4.13343 0.02153
H -0.86232 2.27421 -2.51652
H -2.95428 3.60217 -2.72649
H -4.13419 4.37239 -0.69670
H -3.20848 3.87168 1.54076
H -1.11037 2.55271 1.74510
*
```

Output
* molar mass: 435.58 g mol⁻¹
* HOMO energy: -13.963 eV
* largest force on an atom: 1.47 eV/A
* HOMO-LUMO gap: 6.40 eV
* E_tot: -2151.6226 hartree

---

Record 3
Density functional theory data (ωB97M-V/def2-TZVPD) for a molecular structure, C25H33AlO2Te at a distorted geometry.

The geometry in ORCA input format:
```
! wB97M-V def2-TZVPD RIJCOSX def2/J DEFGRID3
* xyz 0 1
O 0.88414 -0.20275 -1.56045
C 1.30150 0.82747 -2.45918
C 1.35772 0.23647 -3.85114
H 2.33920 1.19777 -2.20071
H 0.58688 1.63562 -2.36290
C 1.25788 -1.21730 -3.57934
H 2.34420 0.36665 -4.28877
H 0.54893 0.52964 -4.49051
C 2.47861 -1.97157 -3.45626
H 3.30625 -1.31674 -3.13040
H 2.63133 -2.38124 -4.47477
H 2.39785 -2.82970 -2.75818
C -0.02229 -1.90564 -3.87073
H -0.45045 -1.37589 -4.76700
H -0.82555 -1.90818 -3.06404
H 0.23389 -2.95322 -4.13431
Al 0.84838 -0.59740 0.01298
C -1.82430 -1.72442 3.03319
C -0.78856 -0.79479 2.90706
C -1.03970 0.00611 1.72750
H 0.09340 -0.72106 3.54020
C -2.32970 -0.37740 1.21627
C -2.77771 -1.47054 1.97438
H -3.68634 -2.04253 1.80187
H -1.88324 -2.50145 3.80162
H -0.60064 1.01044 1.53337
H -2.84099 0.13690 0.39212
C 1.74642 -2.66766 1.95114
C 0.51131 -3.26418 1.63166
C 0.22170 -3.03334 0.28107
H -0.09485 -3.89970 2.28406
C 1.41088 -2.52628 -0.32663
C 2.28162 -2.03516 0.79848
H 3.28282 -1.56529 0.75924
H 2.22028 -2.62274 2.93694
H -0.64211 -3.34245 -0.29826
H 1.69157 -2.86360 -1.31946
O -1.56348 1.82591 -1.29898
C -2.52710 1.24331 -2.16319
C -3.25771 2.32790 -2.91877
H -3.19472 0.66187 -1.52969
H -1.97754 0.57860 -2.86255
C -2.40589 3.58384 -2.62152
H -4.26186 2.43962 -2.51259
H -3.31660 2.10509 -3.98113
C -1.54350 3.21917 -1.37755
H -2.96859 4.49142 -2.47260
H -1.67811 3.75687 -3.42304
H -2.02950 3.55785 -0.46029
H -0.52151 3.56548 -1.44359
Te 1.92857 1.58995 1.05329
C 1.55415 1.55855 3.12128
C 0.59504 2.40271 3.74059
C 0.25851 2.19542 5.08457
C 0.85911 1.18239 5.83403
C 1.91014 0.45213 5.26934
C 2.27195 0.63565 3.91848
H 0.08987 3.15733 3.11853
H -0.47914 2.83283 5.56330
H 0.55975 1.01994 6.86930
H 2.47828 -0.25440 5.87351
H 3.04956 0.03571 3.42917
*
```

Output
* molar mass: 520.12 g mol⁻¹
* HOMO energy: -6.036 eV
* largest force on an atom: 5.59 eV/A
* HOMO-LUMO gap: 3.45 eV
* E_tot: -1633.1339 hartree

---

Record 4
Density functional theory data (ωB97M-V/def2-TZVPD) for a molecular structure, C25H33FN5RuSSi2.

The geometry in ORCA input format:
```
! wB97M-V def2-TZVPD RIJCOSX def2/J DEFGRID3
* xyz 0 2
Ru -0.78015 -0.59336 -1.17170
N -3.21475 2.90292 -1.87625
C -2.28952 1.93411 -1.71925
S -2.88966 0.30109 -1.49186
N -1.03423 2.30570 -1.72417
N -0.18823 1.25329 -1.54120
C 1.07337 1.44770 -1.75233
C 1.64138 2.75071 -2.18914
C 1.83246 3.78975 -1.28624
C 2.38278 4.98865 -1.71202
C 2.74432 5.15776 -3.04226
C 2.55240 4.12310 -3.94667
C 2.00392 2.92201 -3.52042
C 1.91826 0.26283 -1.58842
C 3.28705 0.28809 -1.83456
C 4.01736 -0.87943 -1.71315
C 3.37034 -2.05028 -1.34873
C 2.01245 -1.99744 -1.09250
N 1.30891 -0.87438 -1.19013
H -4.16755 2.63606 -2.04383
H -2.90481 3.81630 -2.16123
H 1.54053 3.65887 -0.25168
H 2.52478 5.79580 -1.00499
H 3.17340 6.09455 -3.37352
H 2.82710 4.25092 -4.98570
H 1.83923 2.11308 -4.22279
H 3.75464 1.21757 -2.12659
H 5.08191 -0.87963 -1.90777
H 3.90090 -2.98688 -1.25622
H 1.46860 -2.88064 -0.78594
C 0.18966 1.78289 1.90556
Si 0.34791 -0.07437 2.11861
C 0.11267 -0.36443 3.96744
C 2.13622 -0.58551 1.81552
C -0.87088 -0.95067 0.98823
C -0.68424 -2.39251 0.70309
C -0.17933 -3.42123 1.49513
C -0.11965 -4.69813 0.96001
C -0.53065 -4.92882 -0.35015
C -0.97129 -3.85223 -1.10390
N -1.04821 -2.63383 -0.58054
Si -2.66356 -0.88003 1.63940
C -2.80231 -1.73143 3.32070
C -3.83261 -1.96597 0.64206
C -3.26126 0.87492 1.90605
H 1.10863 2.26695 2.25151
H -0.63360 2.17449 2.50590
H 0.00643 2.07784 0.87334
H 0.97511 0.06669 4.48511
H 0.05246 -1.41871 4.24673
H -0.77850 0.13436 4.34913
H 2.72578 -0.32215 2.69774
H 2.57832 -0.07129 0.96139
H 2.24957 -1.65958 1.65772
H 0.14425 -3.21753 2.50715
H 0.25304 -5.51892 1.56054
H -0.49150 -5.91744 -0.78459
H -1.25565 -3.94709 -2.14435
H -2.27309 -2.68875 3.32654
H -3.86022 -1.95287 3.49453
H -2.44742 -1.14302 4.16343
H -3.64018 -3.01138 0.90268
H -3.79866 -1.87757 -0.43908
H -4.85252 -1.73830 0.96817
H -2.83501 1.27369 2.83043
H -4.34869 0.88026 2.02000
H -3.00200 1.54711 1.08943
F -0.48616 -0.98430 -3.08938
*
```

Output
* molar mass: 611.88 g mol⁻¹
* expectation value of S²: 0.756
* HOMO energy (alpha / beta): -7.606 / -7.741 eV
* largest force on an atom: 0.68 eV/A
* HOMO-LUMO gap (alpha / beta): 7.24 / 7.36 eV
* E_tot: -2418.2840 hartree

---

Record 5
Density functional theory data (ωB97M-V/def2-TZVPD) for a molecular structure, C25H33N2O3S6Ti.

The geometry in ORCA input format:
```
! wB97M-V def2-TZVPD RIJCOSX def2/J DEFGRID3
* xyz 1 3
Ti -0.52910 0.06337 0.48985
C -3.63564 -1.13748 2.03349
C -3.16555 -0.24852 3.19883
S -2.45116 -1.11706 4.63510
C -0.67518 -0.74261 4.49327
C 0.17198 -1.75752 3.72694
S -0.60863 -2.01498 2.12482
C 0.39035 -3.28206 1.31665
C -0.09881 -3.43627 -0.12220
S -1.90478 -3.66730 -0.23302
C -2.43451 -2.34745 -1.36850
C -3.59455 -1.52229 -0.82354
S -3.17337 -0.31429 0.47235
H -4.71915 -1.24391 2.03931
H -3.17706 -2.12115 2.06463
H -4.00769 0.32661 3.58105
H -2.42285 0.48304 2.87223
H -0.30992 -0.68414 5.51891
H -0.57304 0.24731 4.04850
H 0.18948 -2.71727 4.24465
H 1.19279 -1.39037 3.60755
H 0.27204 -4.21065 1.87604
H 1.44057 -2.98674 1.32910
H 0.39132 -4.29839 -0.57447
H 0.16534 -2.55764 -0.71366
H -2.75204 -2.80781 -2.30503
H -1.57917 -1.70855 -1.60105
H -4.38834 -2.15822 -0.42987
H -4.02769 -0.93447 -1.63413
O 1.77138 -0.24034 0.68400
S 1.98464 0.23908 -0.69760
O 2.35504 1.62402 -0.83530
N 0.58832 -0.13625 -1.36727
C 0.18484 0.65530 -2.46927
C 0.63142 0.49165 -3.75066
C 0.16838 1.33898 -4.78287
C -0.73282 2.33058 -4.52540
C -1.22247 2.51901 -3.20959
C -2.14982 3.52385 -2.85546
C -2.56783 3.62944 -1.55909
C -2.06992 2.72135 -0.60828
N -1.20249 1.77590 -0.89295
C -0.76486 1.67162 -2.18373
C 3.27787 -0.71797 -1.41721
C 4.26181 -0.07530 -2.15261
C 5.25637 -0.83626 -2.75217
C 5.25881 -2.21528 -2.61043
C 4.26756 -2.84842 -1.86799
C 3.27001 -2.09955 -1.27023
H 1.34922 -0.29016 -3.96639
H 0.53916 1.19419 -5.78867
H -1.08439 2.98115 -5.31577
H -2.52079 4.19946 -3.61638
H -3.27830 4.38448 -1.25451
H -2.41198 2.76254 0.42044
H 4.24309 1.00171 -2.24361
H 6.03160 -0.34828 -3.32716
H 6.03736 -2.80372 -3.07730
H 4.27723 -3.92433 -1.75650
H 2.49338 -2.57843 -0.68964
C 2.00560 2.45964 2.56747
S 0.41679 2.85390 1.85886
C -0.19567 3.91771 3.15418
O -0.42491 1.58754 2.02475
H 2.60998 3.36641 2.57580
H 2.46107 1.71320 1.92158
H 1.86121 2.07173 3.57528
H 0.43443 4.80508 3.20327
H -0.18432 3.37715 4.09954
H -1.21163 4.20440 2.89103
*
```

Output
* molar mass: 649.82 g mol⁻¹
* expectation value of S²: 2.004
* HOMO energy (alpha / beta): -9.332 / -10.986 eV
* largest force on an atom: 0.08 eV/A
* HOMO-LUMO gap (alpha / beta): 6.80 / 8.39 eV
* E_tot: -4546.1415 hartree

---

Record 6
Density functional theory data (ωB97M-V/def2-TZVPD) for a single C25H33NO4 molecule.

The geometry in ORCA input format:
```
! wB97M-V def2-TZVPD RIJCOSX def2/J DEFGRID3
* xyz 0 1
C -3.41209 -3.58140 -0.36346
C -2.51346 -2.48602 -0.91431
O -2.35608 -1.47097 0.07601
C -2.67167 -0.22009 -0.25048
O -2.96662 0.13895 -1.36267
C -2.61510 0.70613 0.96360
C -3.94560 0.52674 1.72615
C -5.17135 0.52941 0.81796
O -5.27357 -0.73272 0.19206
C -6.03851 -0.71034 -0.98635
C -1.44700 0.34978 1.88918
C -0.10888 0.60935 1.20372
N -0.00965 2.00736 0.83674
C 1.32766 2.40449 0.41390
C 1.82334 1.69702 -0.82433
C 1.56911 2.20934 -2.08817
C 1.96652 1.50825 -3.21502
C 2.61177 0.29560 -3.09298
C 2.87752 -0.22812 -1.82793
O 3.52067 -1.43273 -1.80804
C 3.77662 -2.04151 -0.56258
C 4.77719 -1.30441 0.29573
C 4.72321 -1.40678 1.67990
C 5.64701 -0.74174 2.46584
C 6.62840 0.03704 1.87589
C 6.68571 0.14314 0.49694
C 5.76717 -0.52786 -0.29023
C 2.48334 0.47959 -0.70065
C -1.04353 2.35404 -0.12004
C -2.42416 2.15443 0.50097
H -3.59347 -4.33031 -1.12933
H -2.94490 -4.05610 0.49557
H -4.35667 -3.14580 -0.04875
H -1.51630 -2.87292 -1.15084
H -2.94643 -2.03362 -1.81208
H -3.92697 -0.43277 2.24597
H -4.03949 1.32362 2.46551
H -5.08617 1.31785 0.05953
H -6.08184 0.71974 1.40854
H -5.55359 -0.09160 -1.75075
H -7.04883 -0.32689 -0.79849
H -6.10292 -1.73798 -1.33969
H -1.50799 -0.69684 2.18686
H -1.51119 0.97431 2.78215
H 0.70401 0.37920 1.89824
H -0.01412 -0.05583 0.32679
H 2.00300 2.20474 1.25159
H 1.30295 3.48418 0.24213
H 1.06755 3.15983 -2.19287
H 1.76835 1.91089 -4.19731
H 2.92401 -0.26534 -3.95973
H 4.17937 -3.02776 -0.82326
H 2.83952 -2.19274 -0.00737
H 3.95311 -2.00904 2.14231
H 5.59718 -0.82727 3.54149
H 7.34556 0.56054 2.49054
H 7.44901 0.74904 0.03156
H 5.80855 -0.44737 -1.36647
H 2.69837 0.10585 0.28829
H -0.92076 3.40674 -0.38772
H -0.97205 1.75349 -1.04158
H -3.17788 2.41808 -0.24073
H -2.52694 2.81612 1.36250
*
```

Output
* molar mass: 411.54 g mol⁻¹
* SMILES string: CCOC(=O)C1(CCOC)CCN(Cc2cccc(OCc3ccccc3)c2)CC1
* HOMO energy: -8.327 eV
* largest force on an atom: 0.61 eV/A
* HOMO-LUMO gap: 9.03 eV
* E_tot: -1328.1487 hartree

---

Record 7
Density functional theory data (ωB97M-V/def2-TZVPD) for a single C25H33NO6 molecule.

The geometry in ORCA input format:
```
! wB97M-V def2-TZVPD RIJCOSX def2/J DEFGRID3
* xyz 0 1
C 3.72225 4.73973 -0.47573
C 3.17259 4.67838 0.94204
O 1.91554 4.00210 0.98366
C 1.94688 2.66504 1.01992
O 2.96764 2.02892 1.05924
C 0.54222 2.06366 1.09626
C 0.18893 2.16018 2.60015
C -1.23324 1.74088 2.99640
O -1.56071 0.40150 2.70975
C -1.01257 -0.61243 3.44554
C -0.29802 -0.45707 4.62712
C 0.18484 -1.57277 5.29158
C -0.03085 -2.84358 4.79348
C -0.74400 -2.99960 3.61524
C -1.23115 -1.89702 2.94573
C 0.60536 0.60593 0.62430
C 0.89640 0.53208 -0.87812
N -0.05227 1.26988 -1.69191
C -1.38151 0.66885 -1.75648
C -1.31590 -0.76965 -2.18520
C -0.75302 -1.10230 -3.41328
C -0.67757 -2.42835 -3.78768
O -0.14216 -2.88736 -4.97473
C 0.39171 -1.94072 -5.86522
C -1.16201 -3.45416 -2.95635
O -1.05662 -4.74924 -3.40036
C -1.72447 -3.11936 -1.72538
O -2.23542 -3.97198 -0.79432
C -2.19370 -5.36563 -1.00643
C -1.78926 -1.77118 -1.36474
C -0.08315 2.65663 -1.27377
C -0.43116 2.84999 0.21089
H 4.64516 5.31237 -0.48504
H 3.00217 5.21401 -1.13870
H 3.92840 3.73477 -0.83594
H 3.87719 4.15723 1.59848
H 2.96957 5.67878 1.33011
H 0.31299 3.19773 2.92109
H 0.90672 1.54360 3.14673
H -1.37574 1.95277 4.06440
H -1.97105 2.32724 2.44346
H -0.11304 0.51985 5.04641
H 0.73813 -1.43786 6.20969
H 0.35354 -3.70547 5.31738
H -0.91963 -3.98556 3.21203
H -1.78737 -2.01019 2.02856
H 1.39065 0.07960 1.16834
H -0.34395 0.11532 0.82619
H 0.89354 -0.51048 -1.20043
H 1.88828 0.94775 -1.07848
H -1.94701 1.24450 -2.49867
H -1.92600 0.72249 -0.80245
H -0.37261 -0.31385 -4.03989
H -0.37567 -1.24179 -6.21174
H 1.21358 -1.38175 -5.40792
H 0.76864 -2.51282 -6.71199
H -0.62953 -4.70998 -4.26712
H -2.64618 -5.80381 -0.11709
H -1.16808 -5.72571 -1.11011
H -2.76640 -5.65687 -1.88902
H -2.23095 -1.54090 -0.40825
H -0.80664 3.19257 -1.89436
H 0.90864 3.07654 -1.47034
H -0.39808 3.91041 0.46158
H -1.44487 2.48813 0.38145
*
```

Output
* molar mass: 443.54 g mol⁻¹
* SMILES string: CCOC(=O)C1(CCOc2ccccc2)CCN(Cc2cc(OC)c(O)c(OC)c2)CC1
* HOMO energy: -7.948 eV
* largest force on an atom: 0.78 eV/A
* HOMO-LUMO gap: 8.71 eV
* E_tot: -1478.6123 hartree